1.
{
  "formula": "C36H54AsN6OPS3Tb",
  "method": "ωB97M-V/def2-TZVPD",
  "elements": ["Tb", "S", "C", "S", "C", "N", "N", "C", "C", "C", "C", "C", "C", "S", "H", "H", "H", "H", "H", "C", "As", "C", "C", "H", "H", "H", "H", "H", "H", "H", "H", "H", "C", "C", "C", "C", "C", "N", "C", "O", "N", "C", "C", "C", "C", "N", "C", "C", "C", "H", "H", "H", "H", "H", "H", "H", "H", "H", "H", "H", "H", "H", "C", "C", "C", "C", "P", "N", "C", "C", "C", "C", "C", "C", "C", "C", "H", "H", "H", "H", "H", "H", "H", "H", "H", "H", "H", "H", "H", "H", "H", "H", "H", "H", "H", "H", "H", "H", "H", "H", "H", "H", "H"],
  "coordinates": [[0.14, -0.69, 1.83], [7.28, -0.97, 2.18], [5.63, -0.50, 2.36], [4.55, -1.24, 3.46], [3.25, -0.24, 2.95], [3.54, 0.55, 1.94], [4.93, 0.48, 1.65], [5.37, 1.36, 0.69], [4.42, 2.14, 0.02], [4.82, 3.20, -0.79], [6.14, 3.41, -1.08], [7.14, 2.65, -0.42], [6.73, 1.63, 0.44], [1.86, -0.26, 3.97], [3.34, 2.00, 0.21], [4.06, 3.92, -1.10], [6.40, 4.13, -1.86], [8.15, 2.74, -0.74], [7.56, 1.05, 0.90], [-3.20, 1.27, 3.32], [-2.68, -0.62, 3.02], [-4.12, -1.08, 1.72], [-3.49, -1.46, 4.57], [-3.79, 1.72, 2.48], [-2.29, 1.93, 3.47], [-3.81, 1.24, 4.26], [-5.02, -0.54, 2.11], [-4.18, -2.21, 1.73], [-3.90, -0.79, 0.69], [-4.56, -1.21, 4.72], [-2.93, -1.17, 5.49], [-3.38, -2.51, 4.34], [-4.55, 9.15, -1.86], [-3.89, 7.82, -2.25], [-2.55, 7.74, -2.60], [-1.94, 6.54, -3.02], [-2.78, 5.43, -3.13], [-2.22, 4.24, -3.56], [-1.76, 3.26, -2.69], [-1.01, 2.38, -3.11], [-2.16, 3.37, -1.38], [-1.40, 2.86, -0.29], [-1.20, 3.58, 0.90], [-0.15, 3.16, 1.74], [0.57, 2.03, 1.39], [-0.06, 1.08, 0.59], [-0.91, 1.56, -0.37], [-4.15, 5.45, -2.74], [-4.68, 6.64, -2.24], [-4.56, 9.88, -2.66], [-4.10, 9.63, -0.99], [-5.53, 8.95, -1.52], [-2.02, 8.67, -2.53], [-0.87, 6.51, -3.22], [-1.88, 4.12, -4.51], [-2.65, 4.22, -1.15], [-1.77, 4.52, 1.14], [0.17, 3.69, 2.64], [1.54, 1.79, 1.85], [-1.09, 0.87, -1.20], [-4.67, 4.49, -2.76], [-5.70, 6.59, -1.76], [-2.12, -3.89, 0.92], [-1.36, -4.23, -0.41], [-2.00, -3.37, -1.61], [-1.39, -5.75, -0.66], [0.43, -3.59, -0.20], [0.28, -2.18, 0.40], [1.46, -4.75, 0.99], [0.50, -5.07, 2.18], [2.68, -3.97, 1.49], [1.86, -6.08, 0.31], [1.42, -3.33, -1.82], [0.91, -2.02, -2.45], [2.90, -3.16, -1.42], [1.09, -4.52, -2.75], [-3.16, -4.26, 0.85], [-2.17, -2.82, 1.12], [-1.60, -4.48, 1.70], [-3.08, -3.59, -1.69], [-1.57, -3.43, -2.61], [-2.00, -2.32, -1.33], [-1.04, -6.30, 0.21], [-0.76, -6.00, -1.51], [-2.44, -6.12, -0.89], [0.17, -4.12, 2.59], [1.08, -5.56, 3.03], [-0.35, -5.70, 1.97], [2.42, -2.90, 1.58], [3.57, -3.93, 0.87], [3.00, -4.36, 2.46], [1.30, -6.97, 0.53], [2.92, -6.31, 0.71], [2.00, -6.01, -0.76], [1.13, -1.10, -1.90], [-0.17, -2.06, -2.67], [1.39, -1.96, -3.42], [2.90, -2.40, -0.61], [3.48, -2.86, -2.32], [3.31, -4.18, -1.18], [0.04, -4.60, -2.93], [1.49, -5.49, -2.34], [1.53, -4.41, -3.76]],
  "mol_weight_g_mol": 947.891,
  "homo_ev": [-9.6, -9.6],
  "gap_ha": [0.2144, 0.2176],
  "total_charge": 1,
  "lumo_energy_ha": [-0.139, -0.135],
  "spin_multiplicity": 7
}

=====

2.
{
  "formula": "C36H54F18O36S6",
  "method": "ωB97M-V/def2-TZVPD",
  "elements": ["C", "C", "O", "C", "O", "C", "F", "F", "F", "H", "H", "H", "H", "H", "C", "C", "O", "C", "O", "C", "F", "F", "F", "H", "H", "H", "H", "H", "C", "C", "O", "C", "O", "C", "F", "F", "F", "H", "H", "H", "H", "H", "C", "C", "O", "C", "O", "C", "F", "F", "F", "H", "H", "H", "H", "H", "C", "C", "O", "C", "O", "C", "F", "F", "F", "H", "H", "H", "H", "H", "C", "C", "O", "C", "O", "C", "F", "F", "F", "H", "H", "H", "H", "H", "C", "C", "O", "S", "O", "O", "O", "H", "H", "H", "H", "C", "C", "O", "S", "O", "O", "O", "H", "H", "H", "H", "C", "C", "O", "S", "O", "O", "O", "H", "H", "H", "H", "C", "C", "O", "S", "O", "O", "O", "H", "H", "H", "H", "C", "C", "O", "S", "O", "O", "O", "H", "H", "H", "H", "C", "C", "O", "S", "O", "O", "O", "H", "H", "H", "H"],
  "coordinates": [[0.90, -5.34, -0.13], [1.80, -5.66, 1.04], [2.53, -4.50, 1.50], [1.90, -3.61, 2.22], [0.81, -3.71, 2.71], [2.64, -2.26, 2.30], [2.81, -1.90, 3.57], [3.81, -2.24, 1.66], [1.85, -1.36, 1.71], [0.07, -4.72, 0.23], [0.44, -6.27, -0.46], [1.49, -4.86, -0.90], [2.57, -6.37, 0.72], [1.39, -6.13, 1.93], [1.94, 1.49, -0.81], [0.73, 1.96, -0.03], [0.11, 0.85, 0.64], [-0.79, 0.10, 0.06], [-1.19, 0.15, -1.06], [-1.40, -0.94, 1.02], [-1.15, -2.16, 0.50], [-0.90, -0.90, 2.25], [-2.72, -0.82, 1.09], [2.49, 0.75, -0.23], [2.58, 2.34, -1.02], [1.59, 1.07, -1.76], [0.00, 2.51, -0.62], [1.12, 2.65, 0.71], [0.08, -0.86, -3.93], [-0.56, -1.85, -4.89], [-1.84, -2.30, -4.41], [-1.84, -2.99, -3.27], [-0.87, -3.46, -2.75], [-3.26, -3.25, -2.77], [-4.16, -2.44, -3.32], [-3.61, -4.51, -3.03], [-3.30, -3.07, -1.45], [-0.54, 0.04, -3.87], [1.02, -0.50, -4.34], [0.20, -1.26, -2.93], [0.08, -2.72, -5.05], [-0.70, -1.35, -5.85], [-0.53, 0.02, 6.69], [-0.15, -0.33, 5.26], [1.04, 0.38, 4.90], [1.00, 1.43, 4.10], [0.02, 1.89, 3.60], [2.43, 1.94, 3.79], [2.75, 1.66, 2.52], [2.44, 3.26, 3.90], [3.34, 1.40, 4.58], [-1.54, -0.31, 6.94], [-0.40, 1.07, 6.94], [0.11, -0.55, 7.36], [-0.96, -0.03, 4.59], [0.03, -1.39, 5.10], [-3.83, 1.00, -3.31], [-4.55, 0.82, -4.64], [-3.61, 0.61, -5.68], [-3.06, 1.64, -6.29], [-3.24, 2.80, -6.04], [-1.97, 1.25, -7.31], [-0.78, 1.55, -6.77], [-1.98, -0.07, -7.56], [-2.13, 1.91, -8.45], [-4.51, 1.23, -2.49], [-3.06, 1.77, -3.37], [-3.24, 0.12, -3.06], [-5.16, 1.70, -4.82], [-5.18, -0.05, -4.52], [5.86, -5.09, -0.26], [5.91, -4.23, -1.51], [5.08, -3.09, -1.37], [4.84, -2.35, -2.43], [5.25, -2.55, -3.54], [3.86, -1.18, -2.17], [3.75, -0.99, -0.84], [4.31, -0.08, -2.75], [2.67, -1.49, -2.66], [6.76, -5.71, -0.24], [5.04, -5.81, -0.25], [5.90, -4.46, 0.62], [5.62, -4.84, -2.36], [6.95, -3.94, -1.64], [-6.67, -2.03, 1.25], [-7.87, -1.22, 1.79], [-7.37, 0.10, 1.97], [-5.85, 0.26, 1.48], [-5.02, 0.03, 2.63], [-5.71, 1.42, 0.68], [-5.91, -1.04, 0.56], [-7.04, -2.76, 0.54], [-6.12, -2.50, 2.07], [-8.17, -1.64, 2.75], [-8.69, -1.17, 1.08], [2.25, 2.52, -5.08], [3.25, 3.55, -5.60], [3.62, 3.15, -6.93], [3.28, 1.59, -7.22], [4.40, 0.74, -6.93], [2.66, 1.52, -8.49], [2.22, 1.45, -6.03], [1.22, 2.88, -5.11], [2.43, 2.14, -4.07], [4.14, 3.70, -4.99], [2.75, 4.49, -5.80], [5.79, 2.98, 0.61], [7.19, 3.44, 0.15], [7.16, 3.40, -1.30], [5.63, 3.33, -1.80], [5.45, 2.60, -3.00], [5.08, 4.66, -1.73], [5.17, 2.43, -0.54], [5.20, 3.83, 0.97], [5.88, 2.22, 1.37], [8.00, 2.83, 0.53], [7.36, 4.48, 0.40], [-3.26, 1.72, 4.13], [-3.90, 2.96, 3.51], [-3.65, 4.02, 4.41], [-2.81, 3.63, 5.75], [-3.76, 3.39, 6.79], [-1.77, 4.59, 5.90], [-2.31, 2.23, 5.08], [-2.73, 1.05, 3.47], [-4.02, 1.21, 4.72], [-4.96, 2.73, 3.48], [-3.53, 3.25, 2.52], [0.16, 5.69, 3.22], [-0.66, 5.01, 2.14], [0.11, 5.10, 0.94], [1.48, 5.96, 1.14], [1.66, 6.98, 0.17], [2.52, 5.01, 1.45], [1.01, 6.60, 2.56], [0.72, 4.94, 3.77], [-0.48, 6.16, 3.97], [-1.66, 5.45, 2.04], [-0.75, 3.95, 2.37], [-2.70, -4.50, 2.59], [-2.41, -3.43, 3.62], [-3.29, -3.71, 4.72], [-4.62, -4.47, 4.19], [-5.70, -3.52, 4.22], [-4.83, -5.72, 4.85], [-4.12, -4.66, 2.66], [-2.30, -5.45, 2.96], [-2.26, -4.24, 1.64], [-2.69, -2.42, 3.31], [-1.37, -3.39, 3.93]],
  "mol_weight_g_mol": 1597.158,
  "homo_ev": -10.8,
  "gap_ha": 0.4011,
  "total_charge": 0,
  "lumo_energy_ha": 0.006
}

=====

3.
{
  "formula": "C36H54F6NO22",
  "method": "ωB97M-V/def2-TZVPD",
  "elements": ["C", "C", "C", "C", "C", "C", "C", "O", "N", "C", "O", "C", "F", "F", "C", "F", "F", "C", "F", "F", "C", "O", "O", "H", "H", "H", "H", "H", "H", "H", "H", "H", "H", "H", "H", "H", "H", "H", "H", "H", "H", "C", "C", "C", "O", "C", "O", "O", "H", "H", "H", "H", "H", "H", "C", "C", "C", "O", "C", "O", "O", "H", "H", "H", "H", "H", "H", "C", "C", "C", "O", "C", "O", "O", "H", "H", "H", "H", "H", "H", "C", "C", "C", "O", "C", "O", "O", "H", "H", "H", "H", "H", "H", "C", "C", "C", "O", "C", "O", "O", "H", "H", "H", "H", "H", "H", "C", "C", "C", "O", "C", "O", "O", "H", "H", "H", "H", "H", "H"],
  "coordinates": [[-2.93, -0.97, 5.97], [-3.63, -0.58, 4.66], [-3.34, 0.92, 4.43], [-3.05, -1.46, 3.55], [-3.85, -1.41, 2.22], [-4.05, -2.82, 1.62], [-3.23, -0.48, 1.17], [-1.79, -0.69, 1.06], [-1.18, 0.45, 0.58], [0.28, 0.40, 1.05], [0.47, 0.33, 2.24], [1.36, 0.49, -0.03], [0.83, -0.07, -1.14], [1.59, 1.76, -0.34], [2.67, -0.28, 0.28], [2.43, -1.58, 0.24], [3.48, -0.03, -0.77], [3.44, 0.15, 1.56], [3.11, -0.70, 2.52], [3.09, 1.39, 1.91], [4.98, 0.09, 1.41], [5.58, -0.85, 1.88], [5.61, 1.13, 0.80], [-1.87, -0.72, 5.88], [-2.96, -2.04, 6.16], [-3.30, -0.42, 6.82], [-4.70, -0.77, 4.78], [-3.36, 1.16, 3.36], [-2.38, 1.14, 4.88], [-4.11, 1.53, 4.91], [-3.08, -2.48, 3.92], [-2.00, -1.23, 3.39], [-4.82, -0.97, 2.45], [-3.21, -3.43, 1.95], [-4.02, -2.80, 0.53], [-4.99, -3.25, 1.94], [-3.66, -0.75, 0.22], [-3.50, 0.54, 1.44], [-1.27, 0.56, -0.44], [-1.58, 1.29, 1.02], [6.04, 0.76, 0.02], [-4.87, 5.33, 1.91], [-5.88, 4.26, 1.60], [-6.38, 3.51, 2.82], [-6.74, 2.24, 2.25], [-5.95, 2.04, 1.17], [-5.85, 1.01, 0.59], [-5.29, 3.18, 0.84], [-4.44, 5.73, 0.98], [-5.33, 6.15, 2.46], [-4.04, 4.93, 2.50], [-6.70, 4.67, 1.02], [-7.25, 3.98, 3.28], [-5.61, 3.35, 3.57], [-3.68, -0.55, -5.37], [-4.18, -0.39, -3.96], [-3.12, -0.57, -2.91], [-3.88, -1.02, -1.78], [-4.99, -1.66, -2.28], [-5.71, -2.33, -1.62], [-5.11, -1.44, -3.60], [-4.51, -0.56, -6.07], [-3.02, 0.26, -5.63], [-3.15, -1.49, -5.50], [-4.70, 0.56, -3.85], [-2.60, 0.37, -2.68], [-2.39, -1.34, -3.16], [-5.80, 3.30, -7.99], [-5.33, 3.30, -6.55], [-4.85, 4.64, -6.06], [-3.91, 4.26, -5.04], [-3.42, 3.04, -5.38], [-2.48, 2.54, -4.85], [-4.14, 2.49, -6.39], [-6.00, 2.28, -8.32], [-6.72, 3.88, -8.09], [-5.04, 3.71, -8.65], [-6.11, 2.89, -5.90], [-5.64, 5.25, -5.64], [-4.32, 5.21, -6.82], [2.61, -0.25, -4.94], [1.33, 0.02, -5.68], [0.16, 0.39, -4.81], [-0.96, -0.04, -5.59], [-0.51, -1.08, -6.37], [-1.21, -1.80, -6.99], [0.84, -1.17, -6.32], [3.37, -0.65, -5.61], [2.99, 0.66, -4.48], [2.45, -1.00, -4.15], [1.50, 0.77, -6.46], [0.10, 1.46, -4.61], [0.14, -0.16, -3.86], [6.07, -3.25, 3.74], [5.70, -3.05, 5.18], [6.84, -3.18, 6.16], [6.16, -3.60, 7.35], [5.05, -4.26, 6.97], [4.36, -4.90, 7.70], [4.82, -4.09, 5.64], [5.17, -3.29, 3.11], [6.70, -2.45, 3.39], [6.59, -4.19, 3.60], [5.17, -2.09, 5.30], [7.37, -2.24, 6.32], [7.56, -3.95, 5.87], [10.56, -1.59, -0.24], [10.17, -1.38, 1.20], [11.30, -1.53, 2.18], [10.61, -1.94, 3.37], [9.49, -2.59, 2.97], [8.79, -3.23, 3.69], [9.27, -2.41, 1.65], [9.68, -1.61, -0.88], [11.22, -0.78, -0.59], [11.07, -2.54, -0.38], [9.66, -0.42, 1.32], [11.84, -0.60, 2.35], [12.01, -2.31, 1.91]],
  "mol_weight_g_mol": 966.801,
  "homo_ev": -11.7,
  "gap_ha": 0.2482,
  "total_charge": 1,
  "lumo_energy_ha": -0.181
}

=====

4.
{
  "formula": "C36H54FN14O8PSc",
  "method": "ωB97M-V/def2-TZVPD",
  "elements": ["Sc", "O", "C", "C", "C", "C", "C", "C", "C", "N", "C", "C", "N", "H", "H", "H", "H", "H", "H", "H", "N", "C", "C", "C", "N", "C", "C", "N", "C", "H", "H", "H", "H", "H", "H", "H", "H", "H", "H", "H", "H", "H", "H", "H", "H", "N", "N", "H", "H", "H", "H", "F", "C", "C", "N", "C", "C", "O", "O", "C", "O", "N", "C", "O", "H", "H", "H", "H", "C", "C", "C", "C", "C", "N", "C", "O", "N", "C", "C", "C", "C", "N", "C", "C", "C", "H", "H", "H", "H", "H", "H", "H", "H", "H", "H", "H", "H", "H", "N", "C", "P", "O", "O", "C", "N", "H", "H", "H", "H", "H", "H", "H", "H", "H", "H"],
  "coordinates": [[0.25, 1.08, -0.55], [-1.15, 1.67, 0.64], [-1.42, 2.63, 1.53], [-2.73, 2.77, 2.02], [-3.05, 3.78, 2.90], [-2.08, 4.69, 3.31], [-0.79, 4.54, 2.86], [-0.43, 3.51, 1.99], [0.97, 3.30, 1.62], [1.47, 2.38, 0.79], [2.85, 2.49, 0.85], [3.19, 3.48, 1.71], [1.99, 3.98, 2.18], [-3.48, 2.08, 1.67], [-4.07, 3.88, 3.25], [-2.34, 5.50, 3.98], [-0.05, 5.26, 3.20], [3.49, 1.83, 0.29], [4.14, 3.85, 2.05], [1.90, 4.70, 2.88], [-3.63, -4.25, -0.51], [-2.26, -3.70, -0.08], [-2.37, -3.02, 1.27], [-3.08, -1.64, 1.26], [-2.28, -0.70, 2.03], [-3.37, -1.12, -0.16], [-2.39, -1.43, -1.30], [-1.42, -0.34, -1.51], [-1.68, -2.79, -1.15], [-3.99, -4.90, 0.19], [-3.57, -4.76, -1.40], [-4.32, -3.51, -0.62], [-1.64, -4.60, 0.01], [-1.34, -2.86, 1.59], [-2.81, -3.69, 2.01], [-4.07, -1.77, 1.72], [-2.47, -0.79, 3.02], [-2.47, 0.26, 1.77], [-3.55, -0.05, -0.13], [-4.35, -1.53, -0.46], [-3.01, -1.47, -2.20], [-1.98, 0.49, -1.74], [-0.89, -0.53, -2.36], [-0.64, -2.63, -0.85], [-1.64, -3.32, -2.11], [3.78, 4.16, -2.64], [2.56, 3.53, -2.19], [4.34, 4.40, -1.82], [3.64, 5.01, -3.20], [2.03, 3.31, -3.04], [2.00, 4.18, -1.64], [-4.57, 6.17, 0.76], [-4.31, 5.10, 0.02], [-3.31, 5.08, -0.86], [-3.03, 3.94, -1.61], [-1.94, 4.01, -2.59], [-0.61, 3.68, -1.94], [0.06, 4.57, -1.43], [-0.27, 2.42, -1.96], [-3.75, 2.79, -1.49], [-3.50, 1.76, -2.11], [-4.81, 2.87, -0.62], [-5.15, 3.92, 0.24], [-6.03, 3.81, 1.05], [-2.66, 5.93, -1.01], [-1.91, 5.02, -2.98], [-2.16, 3.31, -3.40], [-5.40, 2.05, -0.56], [0.91, -7.49, 0.86], [1.29, -6.43, 1.86], [0.34, -5.56, 2.41], [0.67, -4.62, 3.37], [1.99, -4.51, 3.80], [2.38, -3.59, 4.80], [1.81, -2.37, 5.08], [1.78, -1.89, 6.18], [1.28, -1.67, 3.98], [1.80, -1.57, 2.70], [3.00, -2.13, 2.27], [3.40, -1.92, 0.95], [2.62, -1.15, 0.11], [1.47, -0.61, 0.52], [1.06, -0.83, 1.77], [2.95, -5.37, 3.26], [2.60, -6.31, 2.32], [-0.11, -7.35, 0.50], [0.96, -8.48, 1.31], [1.58, -7.48, 0.01], [-0.70, -5.68, 2.11], [-0.09, -4.00, 3.82], [2.86, -3.97, 5.61], [0.80, -0.84, 4.32], [3.62, -2.70, 2.94], [4.32, -2.35, 0.60], [2.90, -0.97, -0.92], [0.10, -0.41, 2.05], [3.98, -5.30, 3.61], [3.36, -6.98, 1.93], [4.60, 1.84, -4.02], [3.93, 0.66, -3.42], [2.11, 0.70, -3.66], [1.75, 1.93, -4.45], [1.45, 0.29, -2.37], [1.66, -0.63, -4.90], [1.40, 0.09, -6.21], [5.59, 1.66, -4.11], [4.28, 3.40, -3.18], [4.24, 2.01, -4.95], [4.10, 0.66, -2.34], [4.32, -0.28, -3.80], [0.73, -1.09, -4.58], [2.41, -1.40, -5.06], [0.57, -0.25, -6.69], [2.18, 0.02, -6.86], [1.29, 1.09, -5.93]],
  "mol_weight_g_mol": 905.846,
  "homo_ev": -14.2,
  "gap_ha": 0.2764,
  "total_charge": 3,
  "lumo_energy_ha": -0.247
}